Below is an isolated molecule of C3H5N3 in a non-equilibrium geometry, with properties calculated with wB97M-V/def2-TZVPD.

* SMILES: Nc1cc[nH]n1
* spin multiplicity: 1
* net charge: 0
* energy relative to the best compared isomer or geometry (same formula, charge and spin): 1.360 eV
* electronic energy: -281.540087 hartree
* F_max: 1.90 eV/A
* frontier orbital gap: 9.5 eV

The geometry in XYZ format:
```
11
Properties=species:S:1:pos:R:3:lowdin_charge:R:1
N 0.6285 0.3088 1.9643 0.08
C 0.1297 0.1136 0.6721 -0.42
C 0.3633 -0.9565 -0.2592 -0.05
C -0.2093 -0.5022 -1.4161 -0.14
N -0.8147 0.6677 -1.1573 -0.04
N -0.6178 1.0599 0.1277 0.06
H 1.5937 0.0258 2.0839 0.08
H 0.5234 1.2824 2.2337 0.08
H 0.1931 -2.0166 -0.2254 0.09
H -0.1547 -0.9781 -2.3854 0.11
H -1.6354 0.9950 -1.6383 0.14
```